This record from the Open Molecules 2025 dataset describes a cluster of 5 separate species, C48H100Br3ClI2N6O2P in total at a distorted geometry. The level of theory is ωB97M-V with the def2-TZVPD basis set.

Geometry as XYZ:
```
163
Properties=species:S:1:pos:R:3:forces:R:3:mulliken_charge:R:1
C 6.4550 -1.7362 1.8508 -0.524 -0.555 0.140 -0.96
C 4.9161 -1.2631 2.2687 -2.545 -3.945 1.548 0.36
O 4.0779 -2.2882 2.5870 4.466 6.721 -2.072 -0.54
N 4.4833 0.2153 2.3407 1.356 -2.833 -1.953 0.20
C 5.6524 1.1450 2.1043 1.345 -0.247 1.058 -0.93
C 3.3695 0.4383 1.2950 -0.372 -0.278 1.128 0.32
C 2.0177 0.9781 2.1221 1.520 0.614 0.773 0.29
C 1.3943 2.2638 1.3720 1.696 0.383 -1.108 -0.80
C -0.1564 2.4761 1.1805 -0.205 2.373 0.625 -1.29
C -1.2920 1.3609 1.0055 -2.430 2.447 0.677 1.83
C -2.5954 2.4293 0.8825 -0.254 0.396 0.327 0.05
C -1.7501 0.5674 2.4116 4.228 -1.523 0.147 1.51
C -1.7301 1.4487 3.7808 -4.830 2.240 1.707 -1.56
I 0.0924 1.7791 5.0438 -1.448 -0.632 -1.497 0.10
C -2.9276 2.1246 4.4255 4.174 -1.462 -0.394 -0.15
C -2.8064 3.0155 5.8387 0.077 -0.080 -0.565 -1.12
I -4.9469 1.9936 3.6422 1.190 0.125 0.612 0.14
N -2.9392 -0.3471 2.2479 0.189 -1.052 -1.976 0.80
C -3.0440 -0.9672 0.8834 -0.261 0.912 1.648 -2.64
N -4.2520 -1.5223 0.5232 2.988 1.940 1.347 1.43
N -4.3974 -2.1529 -0.7019 0.386 -0.749 -0.975 -0.68
C -5.5065 -1.5202 1.4219 -1.514 -1.093 -0.297 -0.14
C -6.5752 -0.3339 1.0527 -0.373 0.043 1.876 -0.16
C -7.8044 -0.4661 2.1794 0.856 -1.254 -0.365 -0.90
Br -7.5083 -0.6223 -0.7386 1.105 0.259 1.258 -0.11
N -1.7678 -0.9704 0.0841 -2.759 -0.619 1.204 1.95
C -1.0469 -2.1633 0.4279 0.891 -4.019 0.194 -1.49
C 0.3997 -2.1836 1.1365 0.213 -0.939 1.463 1.46
C 0.9999 -3.7366 0.9680 -1.565 0.055 0.243 -0.13
N 1.6969 -4.2205 2.2288 0.846 0.736 -1.205 -0.65
C -1.2270 0.3255 -0.3095 -0.527 0.767 0.398 1.45
C 0.2063 0.3600 -1.1281 1.359 -1.182 0.046 -0.32
Br 0.4255 2.0635 -2.2461 -0.031 -0.538 1.472 0.06
C 0.5203 -0.8309 -2.1901 -0.356 -0.508 -1.801 0.29
C 0.6908 -0.4048 -3.7696 0.700 -1.697 -1.113 -1.19
Br 2.3489 -1.6716 -1.7986 -1.191 0.611 -0.062 -0.14
P -2.4148 0.8491 -1.7728 -1.597 2.228 -1.808 0.28
O -4.0834 0.9754 -1.3777 0.806 0.503 0.326 -0.51
Cl -2.6660 -0.8123 -3.1603 0.285 0.475 1.427 -0.32
H 6.3644 -2.8325 1.4189 -0.079 2.340 0.998 0.31
H 6.9360 -1.0784 1.0113 -0.861 -1.062 1.905 0.29
H 7.1277 -1.8354 2.8256 -1.428 0.555 -2.152 0.30
H 5.3580 2.2553 2.3342 0.375 -2.206 -0.699 0.28
H 6.4857 0.8578 2.9093 -1.774 0.709 -1.810 0.32
H 6.1291 0.9932 1.0466 -0.961 0.644 1.812 0.28
H 3.2107 -0.6054 0.7925 0.007 2.208 0.625 -0.24
H 3.7988 1.2407 0.5550 -1.179 -1.546 1.200 -0.06
H 2.4737 1.3668 3.1573 -1.066 -1.050 -2.328 0.43
H 1.2892 0.1187 2.4211 1.313 1.567 -0.856 -0.33
H 1.8468 3.2309 1.9119 -1.206 -2.077 -1.189 0.28
H 1.9097 2.2959 0.2919 -1.194 -0.060 2.227 0.03
H -0.3025 3.2462 0.2720 0.411 -1.927 1.845 -0.35
H -0.4777 3.1840 2.0959 0.374 -1.935 -1.844 0.49
H -2.6178 3.1821 1.8102 0.364 -1.871 -1.964 0.40
H -2.4918 3.1344 -0.0550 -0.377 -1.639 1.613 -0.20
H -3.6027 1.8482 0.9562 1.788 1.180 -0.563 -0.56
H -0.8434 -0.1974 2.5768 -1.645 1.777 -0.126 -0.66
H -3.8402 3.4547 6.1757 1.963 -0.954 -0.993 0.34
H -2.0574 3.9146 5.6024 -1.640 -2.058 0.683 0.32
H -2.4024 2.3542 6.7383 -0.710 1.362 -2.140 0.30
H -2.8471 -1.0893 2.9845 -0.595 0.802 -0.814 0.04
H -3.5161 -2.6147 -1.0200 -0.996 0.895 0.428 0.35
H -4.8033 -1.5334 -1.4366 0.511 -0.391 0.972 0.19
H -5.2542 -1.5719 2.5633 -0.243 0.589 -2.315 -0.27
H -6.0535 -2.5499 1.1654 1.392 2.265 0.443 0.47
H -6.0699 0.7224 1.0780 -1.008 -2.125 -0.316 0.18
H -7.3544 -0.3256 3.2556 -0.966 0.053 -2.076 0.22
H -8.1372 -1.6108 2.1211 0.463 2.574 0.106 0.34
H -8.7179 0.2264 1.9415 2.005 -1.314 0.504 0.34
H -1.7410 -2.8118 1.1626 1.473 1.353 -1.506 0.28
H -0.9703 -2.8867 -0.5226 -0.048 1.556 1.787 0.42
H 1.1742 -1.3734 0.8506 -1.522 -1.457 0.164 -1.26
H 0.2241 -2.0772 2.3133 0.397 -0.087 -2.422 0.22
H 0.0255 -4.4150 0.8585 1.932 1.360 0.033 0.22
H 1.6143 -3.8861 -0.0156 -1.006 0.499 1.983 0.02
H 2.6842 -4.4964 1.9904 -1.438 0.604 0.481 0.33
H 1.7666 -3.4760 2.9576 0.064 -0.748 -1.155 0.31
H 1.1613 0.3433 -0.4534 -2.263 0.429 -0.863 -0.68
H -0.2019 -1.7465 -2.1852 1.255 1.968 0.369 0.25
H 0.8076 -1.4485 -4.3444 -0.300 2.163 1.318 0.34
H 1.7224 0.1469 -4.0090 -2.553 -0.947 0.805 0.28
H -0.2377 0.0976 -4.2647 1.817 -0.689 1.259 0.32
H -4.4502 1.9115 -1.5251 1.216 -1.917 0.199 0.36
C 5.2990 -3.3906 -3.7638 0.211 0.099 -0.061 -1.07
C 4.5339 -4.2718 -4.7387 -0.203 0.000 0.061 -0.43
C 3.7720 -5.4072 -4.0501 -0.036 -0.118 -0.138 -0.46
C 4.6475 -6.4198 -3.3018 0.095 0.108 0.076 -0.66
C 5.7143 -7.1112 -4.1555 -0.071 -0.066 0.202 -0.41
C 5.1263 -7.9479 -5.2800 0.149 -0.104 -0.202 -1.17
H 6.0631 -3.9557 -3.2219 -0.070 0.071 -0.024 0.34
H 5.8045 -2.5831 -4.3022 -0.027 -0.026 0.135 0.37
H 4.6204 -2.9392 -3.0332 0.096 -0.058 -0.038 0.09
H 5.2209 -4.6705 -5.4917 -0.061 -0.021 0.039 0.33
H 3.8131 -3.6477 -5.2813 0.070 -0.097 0.007 0.33
H 3.1683 -5.9310 -4.8008 0.053 0.022 0.083 0.32
H 3.0563 -4.9764 -3.3391 0.041 0.022 -0.031 0.17
H 3.9952 -7.1831 -2.8611 0.049 0.032 -0.041 0.39
H 5.1397 -5.9232 -2.4571 -0.059 -0.022 -0.056 0.27
H 6.3092 -7.7658 -3.5066 -0.044 0.129 -0.055 0.36
H 6.4110 -6.3759 -4.5684 -0.023 0.019 0.042 0.24
H 4.4651 -8.7242 -4.8820 0.026 0.078 -0.073 0.29
H 5.9269 -8.4398 -5.8437 -0.185 0.024 0.046 0.37
H 4.5562 -7.3365 -5.9845 0.014 -0.074 0.040 0.28
C -1.9010 10.0541 -0.4609 0.161 0.122 -0.058 -1.21
C -2.6661 9.1729 -1.4358 -0.187 0.017 0.049 -0.38
C -3.4280 8.0374 -0.7472 -0.066 -0.092 -0.127 -0.85
C -2.5525 7.0249 0.0011 0.123 0.145 0.080 -0.59
C -1.4857 6.3335 -0.8526 -0.118 -0.035 0.194 -0.10
C -2.0737 5.4968 -1.9771 0.229 -0.026 -0.250 -1.07
H -1.1369 9.4890 0.0810 -0.062 0.081 -0.012 0.28
H -1.3955 10.8616 -0.9993 -0.039 -0.054 0.144 0.38
H -2.5796 10.5055 0.2697 0.094 -0.048 -0.030 0.30
H -1.9791 8.7742 -2.1888 -0.052 -0.027 0.015 0.23
H -3.3869 9.7970 -1.9784 0.087 -0.133 0.024 0.40
H -4.0317 7.5137 -1.4979 0.035 0.019 0.079 0.29
H -4.1437 8.4683 -0.0361 0.075 -0.019 -0.063 0.42
H -3.2048 6.2616 0.4418 0.017 -0.007 -0.016 0.23
H -2.0603 7.5215 0.8458 -0.063 -0.035 -0.077 0.39
H -0.8908 5.6789 -0.2037 0.014 0.085 -0.010 0.00
H -0.7890 7.0688 -1.2655 -0.037 -0.010 0.040 0.48
H -2.7349 4.7204 -1.5791 -0.044 0.041 -0.067 0.13
H -1.2731 5.0048 -2.5408 -0.171 -0.011 0.024 0.22
H -2.6438 6.1082 -2.6816 0.008 -0.095 0.064 0.48
C 4.4484 3.7653 -7.4633 0.137 0.119 -0.104 -1.20
C 4.8398 2.5377 -6.6557 -0.138 -0.144 -0.035 -0.57
C 3.8275 2.1924 -5.5603 0.068 -0.104 0.102 -0.46
C 3.6502 3.2623 -4.4760 0.007 0.148 -0.136 0.14
C 4.9310 3.6507 -3.7320 -0.223 0.052 0.063 -0.52
C 5.5447 2.4942 -2.9600 0.283 0.014 0.085 -0.98
H 4.3934 4.6606 -6.8371 -0.020 -0.062 -0.088 0.29
H 5.1897 3.9540 -8.2458 -0.142 0.041 0.054 0.38
H 3.4760 3.6200 -7.9443 0.068 0.059 0.050 0.29
H 5.8366 2.6815 -6.2272 -0.056 -0.038 0.030 0.26
H 4.9200 1.6823 -7.3379 0.027 0.071 0.129 0.38
H 4.1240 1.2454 -5.0939 -0.025 0.049 0.005 0.22
H 2.8512 2.0042 -6.0237 0.058 0.026 -0.008 0.42
H 2.9129 2.9007 -3.7495 0.055 0.002 0.006 -0.45
H 3.2139 4.1645 -4.9210 0.029 -0.092 0.017 0.36
H 4.6930 4.4557 -3.0257 0.028 -0.043 -0.122 0.37
H 5.6684 4.0628 -4.4270 -0.060 -0.010 -0.006 0.28
H 4.8383 2.1011 -2.2219 0.017 -0.043 -0.051 0.10
H 6.4416 2.8291 -2.4269 -0.117 -0.119 -0.030 0.41
H 5.8422 1.6772 -3.6226 -0.037 0.025 0.081 0.27
C -5.5940 -6.7353 5.8508 0.084 -0.182 -0.052 -1.17
C -4.8794 -5.7372 6.7483 -0.133 0.053 0.113 -0.37
C -5.4900 -4.3345 6.6910 0.122 0.086 0.126 -0.95
C -5.4287 -3.6525 5.3189 -0.099 -0.121 -0.151 -0.76
C -4.0228 -3.5034 4.7304 -0.142 -0.017 0.157 0.67
C -3.1132 -2.6282 5.5770 0.222 0.053 -0.087 -1.31
H -5.5369 -6.4451 4.7975 -0.041 -0.057 0.066 0.26
H -5.1356 -7.7243 5.9466 -0.126 0.086 -0.064 0.37
H -6.6492 -6.8215 6.1285 0.086 0.005 -0.075 0.30
H -3.8163 -5.7051 6.4898 -0.019 0.039 0.034 0.22
H -4.9324 -6.0981 7.7829 0.059 0.105 -0.129 0.39
H -4.9901 -3.7032 7.4352 -0.069 -0.019 -0.079 0.32
H -6.5401 -4.3898 7.0034 0.106 -0.002 -0.049 0.42
H -5.8853 -2.6593 5.4047 0.031 0.002 0.009 0.33
H -6.0515 -4.2073 4.6070 0.038 0.021 0.075 0.43
H -4.1087 -3.0563 3.7323 -0.017 -0.081 -0.102 -0.56
H -3.5612 -4.4846 4.5866 -0.058 0.029 -0.025 0.36
H -3.5343 -1.6240 5.6893 0.012 -0.025 0.081 0.25
H -2.1304 -2.5332 5.1016 0.003 0.030 0.132 0.32
H -2.9569 -3.0505 6.5732 0.003 0.092 -0.115 0.44
```
Forces are in eV/Å.

Calculated values
Molecular weight ... 1353.3 g/mol
Total charge ... +1
Gap between HOMO and LUMO ... 7.2 eV